Arrangement i

Below is a single C3H3NO2S molecule, with properties calculated with the ωB97M-V functional and the def2-TZVPD basis.

Computed properties:
SMILES = O=S1(=O)C=CC=N1

```
! RIJCOSX wB97M-V def2-TZVPD def2/J DEFGRID3
* xyz 0 1
O -0.53 3.26 0.66
S -0.30 2.07 1.37
O -0.02 2.09 2.78
C 0.77 1.02 0.41
C 0.04 0.03 -0.10
C -1.40 -0.02 0.35
N -1.91 0.85 1.08
H 1.78 1.19 0.33
H 0.59 -0.75 -0.71
H -2.11 -0.75 0.03
*
```



Arrangement ii

Below is 3 unconnected molecules or ions with the total composition C3H3NO2S, with properties calculated with the ωB97M-V functional and the def2-TZVPD basis.

Computed properties:
SMILES = O=C=O.C#N.C=S

```
! RIJCOSX wB97M-V def2-TZVPD def2/J DEFGRID3
* xyz 0 1
O 3.27 -3.45 -1.31
C 3.17 -3.68 -0.19
O 3.14 -3.92 0.94
C -4.67 -2.24 -0.35
N -5.05 -2.73 0.61
H -4.14 -1.98 -1.25
C 2.09 0.55 0.77
S 2.70 1.01 -0.66
H 1.02 0.42 1.03
H 2.70 0.37 1.65
*
```



Which of them is most stable, and which least? Most stable: arrangement ii; least stable: arrangement i.



Arrangement i

Below is 2 unconnected molecules or ions with the total composition C3H8S2, with properties calculated with the ωB97M-V functional and the def2-TZVPD basis.

Computed properties:
SMILES = C=C.CSS

```
! RIJCOSX wB97M-V def2-TZVPD def2/J DEFGRID3
* xyz 0 1
C -0.10 1.23 2.32
C -0.20 -0.06 2.71
H 0.32 1.99 3.02
H -0.54 1.59 1.38
H 0.22 -0.41 3.63
H -0.69 -0.80 2.08
C 0.92 -0.55 -2.73
S -0.44 0.60 -2.40
S -1.02 -0.30 -0.58
H 1.69 -0.44 -1.95
H 1.43 -0.37 -3.68
H 0.58 -1.60 -2.76
H -2.17 -0.87 -1.04
*
```



Arrangement ii

Below is 2 unconnected molecules or ions with the total composition C3H8S2, with properties calculated with the ωB97M-V functional and the def2-TZVPD basis.

```
! RIJCOSX wB97M-V def2-TZVPD def2/J DEFGRID3
* xyz 0 1
C 0.62 0.55 0.47
C 1.91 1.33 0.77
S 0.87 -1.23 0.98
S -1.89 0.37 -1.30
C -2.11 -1.45 -0.89
H 2.05 2.43 0.39
H 0.49 0.34 -0.61
H -0.35 0.88 0.94
H 2.70 0.80 0.25
H 2.13 1.30 1.94
H -1.11 -1.85 -0.80
H -2.87 -1.65 -0.26
H -2.46 -1.81 -1.86
*
```



Arrangement iii

Below is a single C3H8S2 molecule, with properties calculated with the ωB97M-V functional and the def2-TZVPD basis.

Computed properties:
SMILES = CCSSC

```
! RIJCOSX wB97M-V def2-TZVPD def2/J DEFGRID3
* xyz 0 1
C -1.87 0.93 -0.84
C -0.39 0.65 -0.62
S 0.10 1.00 1.13
S 2.02 0.30 1.39
C 1.69 -1.51 0.92
H -1.98 1.72 -1.57
H -2.34 1.33 0.08
H -2.43 0.00 -0.96
H -0.07 -0.36 -0.85
H 0.20 1.45 -1.07
H 0.72 -1.86 1.27
H 1.85 -1.51 -0.16
H 2.51 -2.13 1.28
*
```



Which of them is most stable, and which least? Most stable: arrangement iii; least stable: arrangement ii.



Arrangement i

Below is a molecular structure, C41H48N13O4SSr, with properties calculated with the ωB97M-V functional and the def2-TZVPD basis.

```
! RIJCOSX wB97M-V def2-TZVPD def2/J DEFGRID3
* xyz 1 1
Sr 0.71 0.80 0.86
N -2.10 0.99 4.70
C -2.63 -0.23 4.32
C -2.08 -0.50 3.10
N -1.23 0.52 2.74
C -1.26 1.40 3.72
C -0.45 2.61 3.68
N 0.41 2.83 2.71
C 0.99 4.04 2.99
C 0.48 4.55 4.15
N -0.45 3.62 4.58
H -2.30 1.45 5.57
H -3.33 -0.77 4.93
H -2.24 -1.35 2.46
H 1.74 4.47 2.35
H 0.67 5.45 4.69
H -1.01 3.71 5.40
O -1.03 -0.59 -0.40
C -0.78 -1.98 -0.76
C 0.61 -2.36 -0.15
O 0.86 -3.55 -0.01
O 1.36 -1.37 0.09
C -1.97 -2.77 -0.26
C -3.20 -2.56 -0.89
C -4.36 -3.13 -0.40
C -4.31 -3.95 0.73
C -3.09 -4.18 1.35
C -1.93 -3.59 0.86
C -0.55 -2.10 -2.26
C 0.00 -1.04 -2.97
C 0.33 -1.18 -4.31
C 0.13 -2.40 -4.95
C -0.41 -3.47 -4.24
C -0.74 -3.32 -2.91
H -1.90 -0.34 -0.72
H -3.25 -1.94 -1.78
H -5.30 -2.96 -0.90
H -5.21 -4.41 1.10
H -3.04 -4.82 2.22
H -0.98 -3.80 1.34
H 0.17 -0.10 -2.47
H 0.75 -0.35 -4.86
H 0.39 -2.52 -6.00
H -0.56 -4.42 -4.73
H -1.14 -4.16 -2.35
O 2.81 1.39 -0.44
S 3.83 0.34 -0.84
C 3.71 0.20 -2.65
C 4.95 0.86 -3.27
C 5.41 1.93 -2.29
C 5.40 1.24 -0.94
H 2.79 0.74 -2.88
H 3.57 -0.84 -2.91
H 4.72 1.26 -4.26
H 5.74 0.11 -3.40
H 4.71 2.77 -2.29
H 6.40 2.32 -2.54
H 5.43 1.90 -0.07
H 6.19 0.50 -0.85
C 0.17 2.74 -2.86
C -0.92 2.76 -1.85
N -0.78 2.43 -0.58
C -2.02 2.60 0.00
C -2.91 3.04 -0.92
N -2.20 3.14 -2.10
C -2.79 3.50 -3.38
N -3.90 2.64 -3.68
N -5.15 3.02 -3.28
N -5.94 2.03 -3.37
C -5.22 0.93 -3.80
C -5.63 -0.39 -4.03
C -4.66 -1.28 -4.44
C -3.31 -0.88 -4.61
C -2.91 0.42 -4.39
C -3.90 1.31 -3.99
H 1.10 2.46 -2.36
H 0.31 3.73 -3.31
H -0.02 2.02 -3.67
H -2.18 2.39 1.05
H -3.96 3.27 -0.87
H -2.03 3.43 -4.15
H -3.18 4.52 -3.34
H -6.66 -0.69 -3.90
H -4.92 -2.31 -4.63
H -2.58 -1.61 -4.92
H -1.88 0.71 -4.54
C 2.11 0.46 4.33
N 2.12 -0.26 3.04
C 3.52 -0.35 2.58
N 4.38 -1.01 3.55
C 4.32 -0.26 4.81
N 2.95 -0.18 5.33
C 2.46 -1.55 5.53
N 2.48 -2.32 4.29
C 1.65 -1.65 3.30
C 3.85 -2.36 3.79
H 1.09 0.50 4.70
H 2.47 1.48 4.16
H 3.89 0.66 2.39
H 3.53 -0.93 1.65
H 4.70 0.75 4.64
H 4.95 -0.75 5.55
H 1.43 -1.51 5.91
H 3.08 -2.04 6.28
H 0.62 -1.60 3.66
H 1.68 -2.20 2.36
H 3.88 -2.92 2.86
H 4.49 -2.86 4.53
*
```



Arrangement ii

Below is a molecular structure, C41H48N13O4SSr, with properties calculated with the ωB97M-V functional and the def2-TZVPD basis.

```
! RIJCOSX wB97M-V def2-TZVPD def2/J DEFGRID3
* xyz 1 1
Sr 0.14 0.96 0.38
N 3.56 2.98 2.41
C 4.43 2.53 1.47
C 3.71 1.70 0.65
N 2.43 1.64 1.08
C 2.35 2.42 2.14
C 1.13 2.60 2.85
N 0.00 2.05 2.47
C -0.94 2.43 3.37
C -0.38 3.23 4.32
N 0.94 3.33 3.98
H 3.79 3.61 3.16
H 5.46 2.81 1.45
H 4.04 1.14 -0.20
H -1.96 2.10 3.26
H -0.79 3.71 5.18
H 1.63 3.85 4.50
O 1.54 -0.73 -0.06
C 1.95 -0.88 -1.42
C 1.30 0.32 -2.19
O 1.82 0.78 -3.19
O 0.20 0.68 -1.68
C 3.46 -1.05 -1.47
C 4.00 -2.11 -0.74
C 5.36 -2.35 -0.76
C 6.20 -1.53 -1.50
C 5.66 -0.48 -2.23
C 4.30 -0.23 -2.21
C 1.29 -2.09 -2.04
C 0.11 -2.58 -1.50
C -0.50 -3.69 -2.07
C 0.06 -4.30 -3.18
C 1.23 -3.80 -3.73
C 1.84 -2.69 -3.16
H 1.79 -1.53 0.41
H 3.36 -2.78 -0.19
H 5.78 -3.18 -0.21
H 7.26 -1.72 -1.53
H 6.31 0.16 -2.81
H 3.89 0.56 -2.81
H -0.33 -2.08 -0.64
H -1.41 -4.08 -1.63
H -0.43 -5.15 -3.62
H 1.67 -4.28 -4.59
H 2.74 -2.29 -3.59
O -2.09 1.13 -0.24
S -2.39 1.20 -1.70
C -3.64 -0.14 -2.00
C -4.86 0.53 -2.60
C -5.04 1.81 -1.80
C -3.69 2.50 -1.86
H -3.87 -0.56 -1.03
H -3.19 -0.89 -2.64
H -5.74 -0.12 -2.55
H -4.68 0.78 -3.65
H -5.29 1.57 -0.76
H -5.84 2.44 -2.19
H -3.54 3.24 -1.09
H -3.53 2.95 -2.84
C -2.83 -1.47 1.29
C -1.63 -1.71 2.13
N -0.49 -1.08 1.97
C 0.36 -1.59 2.92
C -0.30 -2.52 3.67
N -1.57 -2.60 3.15
C -2.64 -3.41 3.68
N -2.38 -4.82 3.61
N -2.25 -5.53 4.75
N -2.16 -6.76 4.50
C -2.23 -6.95 3.15
C -2.18 -8.11 2.38
C -2.26 -7.96 1.02
C -2.38 -6.70 0.42
C -2.44 -5.54 1.17
C -2.37 -5.68 2.55
H -2.58 -0.65 0.62
H -3.69 -1.20 1.89
H -3.08 -2.36 0.70
H 1.37 -1.24 3.01
H 0.01 -3.12 4.49
H -3.56 -3.16 3.13
H -2.77 -3.18 4.75
H -2.10 -9.08 2.86
H -2.22 -8.83 0.38
H -2.42 -6.64 -0.65
H -2.52 -4.57 0.70
C 1.15 4.82 0.36
N 0.67 3.69 -0.44
C -0.74 3.95 -0.75
N -0.95 5.22 -1.43
C -0.43 6.29 -0.59
N 0.99 6.10 -0.30
C 1.71 6.05 -1.57
N 1.23 4.97 -2.42
C 1.40 3.71 -1.72
C -0.18 5.18 -2.68
H 2.22 4.68 0.57
H 0.60 4.84 1.31
H -1.31 3.95 0.18
H -1.09 3.15 -1.40
H -0.99 6.31 0.35
H -0.56 7.25 -1.10
H 2.78 5.90 -1.36
H 1.57 7.00 -2.09
H 2.47 3.55 -1.52
H 1.04 2.90 -2.35
H -0.56 4.37 -3.30
H -0.31 6.13 -3.20
*
```



Which of them is most stable, and which least? Most stable: arrangement i; least stable: arrangement ii.



Arrangement i

Below is a single C3H6N4O molecule, with properties calculated with the ωB97M-V functional and the def2-TZVPD basis.

Computed properties:
SMILES = NNC1=NCC=NO1

```
! RIJCOSX wB97M-V def2-TZVPD def2/J DEFGRID3
* xyz 0 1
N -2.92 -0.29 0.25
N -1.78 0.51 -0.26
C -0.46 0.27 -0.17
N 0.39 1.24 -0.21
C 1.68 0.93 0.27
C 2.13 -0.41 -0.06
N 1.35 -1.38 -0.09
O 0.03 -0.89 -0.01
H -3.05 -0.95 -0.47
H -2.51 -0.92 1.00
H -1.67 1.51 0.21
H 1.86 0.90 1.34
H 2.41 1.86 -0.06
H 3.32 -0.58 -0.03
*
```



Arrangement ii

Below is a molecular structure, C3H6N4O, with properties calculated with the ωB97M-V functional and the def2-TZVPD basis.

```
! RIJCOSX wB97M-V def2-TZVPD def2/J DEFGRID3
* xyz 0 1
C 1.08 -1.56 0.13
C -0.19 -1.47 0.19
C -0.54 -0.15 0.10
H 1.04 2.42 1.04
H -0.19 2.28 -0.37
H 2.84 0.11 -0.34
H 1.79 -2.38 -0.24
H -0.96 -2.27 0.00
H -3.48 0.54 -0.69
N 0.79 1.99 0.07
N 0.71 0.66 0.31
N 1.59 -0.43 -0.20
N -1.69 0.56 -0.30
O -2.80 -0.31 0.28
*
```



Which of them is most stable, and which least? Most stable: arrangement i; least stable: arrangement ii.